# 1
Density functional theory data (ωB97M-V with the def2-TZVPD basis set) for C36H35AlINO4P2S2 as an isolated structure.

Properties
HOMO level ... -7.25 eV
Orbital gap ... 7.456 eV
Total energy ... -3768.00545 Eh
Maximum force ... 0.06 eV/A
ΔE to the lowest compared entry with this formula, charge and spin ... 0.4 kcal per mole

Last column: Mulliken charge in e.
Geometry (Å):
Al: 0.344 1.710 0.241  0.168
O: 2.863 0.712 2.545  -0.715
C: 2.040 1.593 2.336  0.325
O: 1.838 2.101 1.147  -0.167
C: 1.204 2.132 3.458  0.573
C: 1.816 2.159 4.712  -0.680
C: 1.143 2.590 5.837  -0.646
C: -0.187 2.979 5.712  -0.603
C: -0.810 2.944 4.480  -0.863
C: -0.136 2.535 3.320  0.705
S: -1.111 2.511 1.845  -0.469
H: 2.843 1.821 4.776  0.422
H: 1.641 2.620 6.798  0.402
H: -0.742 3.312 6.580  0.397
H: -1.848 3.238 4.390  0.483
C: 3.772 0.890 -0.811  -1.884
P: 2.128 0.711 -1.580  1.757
C: 2.492 1.421 -3.230  -1.315
C: 1.967 -1.102 -1.837  -0.276
C: 2.867 -1.965 -1.207  -0.487
C: 2.699 -3.340 -1.254  -0.945
C: 1.617 -3.880 -1.930  -0.963
C: 0.717 -3.033 -2.556  -0.436
C: 0.871 -1.649 -2.524  0.569
P: -0.330 -0.552 -3.400  0.813
C: -0.368 -1.382 -5.045  -1.431
C: -1.924 -1.156 -2.714  -1.053
H: 4.560 0.426 -1.406  0.513
H: 3.770 0.507 0.209  0.444
H: 3.957 1.962 -0.734  0.408
H: 3.283 0.862 -3.732  0.364
H: 2.826 2.448 -3.072  0.447
H: 1.600 1.439 -3.851  0.328
H: 3.711 -1.564 -0.663  0.372
H: 3.414 -3.986 -0.760  0.426
H: 1.471 -4.952 -1.968  0.425
H: -0.127 -3.466 -3.081  0.241
H: -0.619 -2.442 -4.993  0.385
H: 0.604 -1.274 -5.526  0.368
H: -1.109 -0.877 -5.668  0.433
H: -1.994 -2.245 -2.688  0.510
H: -2.735 -0.769 -3.334  0.562
H: -2.047 -0.750 -1.709  -0.106
I: -3.488 5.134 -6.689  0.092
C: -2.578 4.326 -4.994  -0.003
C: -1.464 4.954 -4.453  -0.595
C: -0.862 4.412 -3.329  -0.460
C: -1.372 3.253 -2.759  -0.103
C: -2.489 2.635 -3.306  -0.138
C: -3.099 3.171 -4.427  -0.779
C: -0.707 2.663 -1.580  0.587
O: 0.302 3.205 -1.043  -0.444
O: -1.105 1.569 -1.070  -0.432
H: -1.072 5.855 -4.903  0.392
H: 0.006 4.880 -2.885  0.546
H: -2.873 1.736 -2.841  0.585
H: -3.971 2.697 -4.857  0.390
N: 0.269 -0.184 0.757  0.095
S: -1.099 -0.809 1.294  -0.145
C: -1.125 -0.812 3.079  0.930
C: 0.042 -0.773 3.823  -0.175
C: -0.051 -0.766 5.207  -1.042
C: -1.293 -0.795 5.824  -0.626
C: -2.455 -0.821 5.064  -0.805
C: -2.375 -0.823 3.681  -0.479
C: -0.975 -2.565 0.991  0.896
C: 0.106 -3.308 1.449  -0.114
C: 0.155 -4.663 1.179  -0.903
C: -0.870 -5.271 0.461  -0.433
C: -1.944 -4.522 0.007  -0.809
C: -1.999 -3.160 0.272  -0.338
H: 1.106 -0.656 1.088  0.360
H: 1.014 -0.703 3.349  0.375
H: 0.853 -0.714 5.800  0.442
H: -1.357 -0.776 6.904  0.415
H: -3.423 -0.818 5.547  0.413
H: -3.272 -0.809 3.074  0.444
H: 0.900 -2.837 2.016  0.319
H: 0.993 -5.250 1.531  0.422
H: -0.827 -6.333 0.257  0.430
H: -2.741 -4.995 -0.552  0.433
H: -2.831 -2.562 -0.080  0.455



# 2
Density functional theory data (ωB97M-V with the def2-TZVPD basis set) for an isolated molecule of C6H9F3IN at a distorted geometry.

Properties
SMILES ... CN1CC[C@@](I)(C(F)(F)F)C1
HOMO level ... -8.93 eV
Orbital gap ... 9.152 eV
Total energy ... -886.02811 Eh
Maximum force ... 4.58 eV/A

Last column: Mulliken charge in e.
Geometry (Å):
C: -0.132 -0.298 -1.352  -0.663
C: 1.347 -0.012 -0.885  -0.736
C: 0.114 -0.206 1.141  -1.352
C: -0.960 -0.323 -0.060  0.172
C: 1.421 1.826 0.782  -0.539
C: -1.827 -1.596 0.003  0.770
N: 1.335 0.305 0.595  -0.183
F: -1.076 -2.741 -0.356  -0.262
F: -2.240 -1.806 1.311  -0.272
F: -2.934 -1.556 -0.691  -0.228
I: -2.318 1.330 0.134  0.185
H: -0.480 0.654 -1.943  0.242
H: -0.341 -1.113 -2.008  0.375
H: 2.041 -0.773 -1.046  0.405
H: 1.652 0.831 -1.424  0.281
H: -0.262 0.348 1.893  0.644
H: 0.281 -1.207 1.427  0.436
H: 2.148 1.953 1.638  0.260
H: 1.760 2.123 -0.282  0.242
H: 0.469 2.260 1.123  0.225



# 3
Density functional theory data (ωB97M-V with the def2-TZVPD basis set) for an isolated molecule of C22H24N2O4.

Properties
SMILES ... O=C(CCCCCN1C(=O)c2cccc3cccc(c23)C1=O)N1CCOCC1
HOMO level ... -8.79 eV
Orbital gap ... 7.836 eV
Total energy ... -1263.28379 Eh
Maximum force ... 0.63 eV/A
ΔE to the lowest compared entry with this formula, charge and spin ... 8.3 kcal per mole

Last column: Mulliken charge in e.
Geometry (Å):
O: -5.617 -1.127 -1.129  -0.693
C: -4.897 -0.873 -0.180  0.712
N: -4.752 0.398 0.269  0.083
C: -3.936 0.884 1.359  -0.877
H: -3.410 0.076 1.860  0.443
C: -2.922 1.908 0.825  -0.511
H: -2.378 2.366 1.653  0.378
O: -3.572 2.963 0.151  -0.450
C: -4.338 2.472 -0.927  -0.476
H: -4.803 3.342 -1.393  0.366
C: -5.401 1.484 -0.440  -0.741
H: -5.954 1.059 -1.278  0.418
H: -6.094 1.995 0.239  0.280
H: -3.682 1.972 -1.655  0.241
H: -2.208 1.413 0.153  0.433
H: -4.593 1.385 2.083  0.364
C: -4.107 -1.960 0.525  -1.121
H: -4.573 -2.913 0.266  0.440
C: -2.661 -1.945 0.020  0.336
C: -1.781 -3.004 0.697  -0.933
H: -2.168 -3.213 1.697  0.434
H: -1.809 -3.937 0.133  0.356
C: -0.338 -2.525 0.842  -0.614
H: 0.255 -3.268 1.379  0.412
H: -0.337 -1.605 1.433  0.345
C: 0.321 -2.233 -0.509  -1.165
N: 1.430 -1.297 -0.360  0.237
C: 1.091 0.042 -0.288  0.277
O: -0.073 0.392 -0.349  -0.754
C: 2.200 0.997 -0.139  0.436
C: 1.939 2.351 -0.080  -0.430
C: 2.987 3.266 0.057  -0.813
C: 4.285 2.831 0.135  -0.759
C: 4.591 1.455 0.080  0.580
C: 5.910 0.961 0.158  -0.748
C: 6.160 -0.385 0.102  -0.680
C: 5.109 -1.297 -0.032  -0.439
C: 3.805 -0.852 -0.113  0.153
C: 3.527 0.528 -0.059  0.540
C: 2.708 -1.824 -0.255  0.390
O: 2.890 -3.024 -0.289  -0.672
H: 5.298 -2.359 -0.076  0.520
H: 7.173 -0.752 0.162  0.399
H: 6.722 1.666 0.262  0.415
H: 5.095 3.538 0.240  0.409
H: 2.765 4.321 0.100  0.410
H: 0.916 2.688 -0.143  0.603
H: 0.717 -3.147 -0.954  0.538
H: -0.397 -1.770 -1.186  0.369
H: -2.681 -2.106 -1.059  0.371
H: -2.225 -0.961 0.197  -0.216
H: -4.145 -1.843 1.608  0.406



# 4
Density functional theory data (ωB97M-V with the def2-TZVPD basis set) for a 2-piece molecular cluster, C8H15N4O2 overall.

Properties
HOMO level ... -12.97 eV
Orbital gap ... 8.197 eV
Charge ... +1
Total energy ... -683.11880 Eh
Maximum force ... 0.51 eV/A
ΔE to the lowest compared entry with this formula, charge and spin ... 0.0 kcal per mole

Last column: Mulliken charge in e.
Geometry (Å):
O: 2.394 -0.827 -0.525  -0.457
C: 2.343 -0.374 -1.864  -0.667
C: 0.922 -0.207 -2.409  -0.538
C: 0.069 0.732 -1.522  -0.579
C: -1.282 0.161 -1.246  0.110
C: -1.650 -0.305 -0.008  -0.076
C: -2.923 -0.867 0.164  -0.342
N: -3.809 -0.986 -0.800  -0.703
N: -3.426 -0.512 -1.967  0.349
C: -2.254 0.038 -2.242  -0.159
H: 2.003 -0.183 0.081  0.317
H: 2.831 -1.146 -2.462  0.382
H: 2.932 0.540 -2.004  0.313
H: 0.459 -1.198 -2.440  0.370
H: 0.964 0.179 -3.428  0.373
H: 0.544 0.895 -0.554  0.230
H: -0.032 1.695 -2.026  0.427
H: -0.960 -0.231 0.826  0.440
H: -3.238 -1.237 1.131  0.450
H: -4.119 -0.612 -2.703  0.276
H: -2.088 0.376 -3.258  0.477
C: 1.281 0.638 3.162  0.682
O: 1.288 0.949 1.974  -0.634
N: 1.382 1.569 4.145  -0.453
N: 1.180 -0.657 3.576  -0.370
H: 1.389 1.343 5.122  0.156
H: 1.468 2.529 3.865  0.228
H: 1.143 -1.371 2.872  0.220
H: 1.186 -0.929 4.541  0.178



# 5
Density functional theory data (ωB97M-V with the def2-TZVPD basis set) for a 2-piece molecular cluster, CH6NS overall.

Properties
HOMO level ... -2.61 eV
Orbital gap ... 7.038 eV
Charge ... -1
Total energy ... -494.66176 Eh
Maximum force ... 0.79 eV/A
ΔE to the lowest compared entry with this formula, charge and spin ... 1.7 kcal per mole

Last column: Mulliken charge in e.
Geometry (Å):
S: -1.972 -1.511 0.706  -0.885
H: -2.985 -1.089 1.483  -0.069
C: 1.187 0.095 -0.299  -0.708
N: 0.151 1.070 -0.571  -0.671
H: 2.182 0.543 -0.271  0.285
H: 1.210 -0.678 -1.077  0.248
H: 1.064 -0.439 0.645  0.264
H: -0.653 0.565 -0.926  0.273
H: -0.182 1.443 0.310  0.263



> Look up the HOMO level of the second one.

-8.93 eV